Record 1
A gas-phase ion, C27H26B2Cl3O5 (charge -1) at a distorted geometry, computed with ωB97M-V with the def2-TZVPD basis set.

Geometry as ORCA input:
```
! RIJCOSX wB97M-V def2-TZVPD def2/J DEFGRID3
* xyz -1 1
Cl -1.626 -1.853 -1.840
B 0.198 -1.305 -1.675
Cl 1.081 -2.909 -1.210
Cl 0.748 -0.714 -3.354
O 0.330 -0.253 -0.713
C 1.091 -0.162 0.435
C 0.465 -1.233 1.457
C 1.293 -1.788 2.397
C 0.860 -2.822 3.243
C -0.463 -3.280 3.163
C -1.356 -2.653 2.312
C -0.958 -1.563 1.430
H 2.551 -1.743 0.184
H 2.336 -1.467 2.454
H 1.588 -3.252 3.937
H -0.794 -4.110 3.801
H -2.394 -3.013 2.243
H -1.459 -1.506 0.431
C 1.767 3.516 -2.951
C 2.062 3.126 -1.591
C 3.005 3.508 -0.668
C 2.834 2.684 0.480
C 1.801 1.798 0.165
B -2.380 -0.475 1.714
C 2.566 -0.649 0.143
C 3.292 -0.178 -1.062
C 4.596 0.111 -0.687
C 4.633 0.123 0.709
C 5.707 0.535 1.592
O 3.452 -0.214 1.229
C 0.884 1.165 1.112
C -0.593 1.369 1.280
C -0.916 1.100 2.612
C 0.319 1.068 3.306
C 0.584 0.878 4.716
O 1.371 1.144 2.462
C -3.307 -0.099 0.585
C -4.617 -0.327 0.162
C -4.744 0.144 -1.173
C -3.501 0.669 -1.520
C -2.972 1.159 -2.778
O -2.636 0.573 -0.472
O 1.306 2.122 -1.077
H 2.651 4.012 -3.371
H 1.499 2.643 -3.566
H 0.922 4.226 -2.997
H 3.750 4.283 -0.788
H 3.363 2.750 1.433
H 2.884 -0.237 -2.069
H 5.441 0.358 -1.326
H 6.594 -0.070 1.374
H 5.983 1.576 1.378
H 5.427 0.438 2.645
H -1.197 1.794 0.502
H -1.879 1.189 3.114
H -0.104 1.528 5.277
H 0.370 -0.160 5.038
H 1.625 1.131 4.986
H -5.404 -0.770 0.762
H -5.610 0.080 -1.833
H -3.737 0.997 -3.550
H -2.756 2.235 -2.697
H -2.045 0.634 -3.059
*
```

Results
- Energy above the lowest of the compared OMol25 structures with the same formula, charge and spin: 94.31 kcal/mol

Record 2
5 unconnected molecules or ions with the total composition C27H26Br2F32O6 at a distorted geometry, computed with ωB97M-V with the def2-TZVPD basis set.

Geometry as ORCA input:
```
! RIJCOSX wB97M-V def2-TZVPD def2/J DEFGRID3
* xyz 0 1
C 3.401 5.589 -0.007
C 1.998 5.391 0.727
Br 2.140 4.732 2.600
C 0.935 4.485 -0.120
Br 1.322 4.496 -2.063
C -0.515 5.016 0.281
C -1.813 4.160 -0.068
O -2.906 5.102 0.279
C -2.431 6.433 0.563
O -2.935 7.310 1.272
C -1.030 6.431 -0.259
H 4.095 6.138 0.733
H 3.283 6.286 -0.911
H 3.912 4.610 -0.287
H 1.507 6.428 0.789
H 1.046 3.426 0.321
H -0.455 5.175 1.413
H -1.995 3.961 -1.170
H -1.991 3.326 0.690
H -1.372 6.368 -1.344
H -0.342 7.324 -0.123
C 4.206 -1.161 1.647
C 5.128 -0.281 0.776
C 5.003 1.234 0.969
F 3.770 1.697 0.699
F 5.851 1.887 0.132
F 4.958 -0.622 -0.524
F 6.413 -0.626 1.088
O 2.981 -1.628 1.057
C 1.871 -0.754 1.072
C 1.450 -0.300 -0.332
F 2.464 0.293 -0.996
F 0.445 0.608 -0.261
F 2.119 0.270 1.908
F 0.856 -1.452 1.632
H 4.767 -2.081 1.838
H 4.038 -0.731 2.637
H 5.263 1.517 1.990
H 1.111 -1.149 -0.929
C -4.157 1.723 -4.168
C -2.838 2.011 -3.417
C -1.548 1.548 -4.102
F -1.510 0.220 -4.310
F -0.473 1.845 -3.330
F -2.931 1.510 -2.163
F -2.757 3.368 -3.272
O -4.896 0.551 -3.789
C -4.508 -0.683 -4.356
C -3.949 -1.664 -3.316
F -2.904 -1.144 -2.642
F -3.502 -2.795 -3.917
F -3.666 -0.460 -5.382
F -5.627 -1.210 -4.902
H -4.830 2.547 -3.913
H -4.038 1.791 -5.253
H -1.416 2.053 -5.064
H -4.715 -1.936 -2.587
C -3.322 -6.727 -4.445
C -4.421 -6.927 -5.514
C -5.759 -6.226 -5.255
F -6.351 -6.622 -4.115
F -6.632 -6.499 -6.255
F -4.598 -8.254 -5.716
F -3.922 -6.434 -6.686
O -3.173 -7.755 -3.453
C -4.031 -7.716 -2.332
C -4.996 -8.907 -2.280
F -5.743 -9.001 -3.400
F -5.860 -8.779 -1.244
F -4.654 -6.524 -2.286
F -3.225 -7.754 -1.246
H -2.372 -6.748 -4.988
H -3.359 -5.732 -3.996
H -5.626 -5.140 -5.217
H -4.449 -9.845 -2.163
C 5.326 1.429 6.293
C 4.234 1.170 5.232
C 2.852 1.764 5.518
F 2.308 1.302 6.656
F 1.985 1.450 4.524
F 4.154 -0.164 5.004
F 4.681 1.722 4.064
O 5.568 0.399 7.264
C 4.725 0.353 8.397
C 3.854 -0.910 8.438
F 3.101 -1.041 7.326
F 2.998 -0.866 9.487
F 4.013 1.492 8.472
F 5.546 0.358 9.471
H 6.269 1.488 5.740
H 5.221 2.409 6.763
H 2.904 2.856 5.577
H 4.473 -1.805 8.531
*
```

Results
- SMILES: C[C@H](Br)[C@H](Br)[C@@H]1COC(=O)C1.FC(F)C(F)(F)COC(F)(F)C(F)F.FC(F)C(F)(F)COC(F)(F)C(F)F.FC(F)C(F)(F)COC(F)(F)C(F)F.FC(F)C(F)(F)COC(F)(F)C(F)F
- Energy above the lowest of the compared OMol25 structures with the same formula, charge and spin: 63.47 kcal/mol

Record 3
A molecular structure, C27H26Br4GdN7O2S2 at a distorted geometry, computed with ωB97M-V with the def2-TZVPD basis set.

Geometry as ORCA input:
```
! RIJCOSX wB97M-V def2-TZVPD def2/J DEFGRID3
* xyz 0 8
Gd 0.743 0.526 0.633
C 1.642 2.175 5.020
C 1.515 2.093 3.523
N 1.834 1.064 2.838
N 2.361 -0.070 3.399
C 3.470 -0.630 2.812
N 3.764 -1.882 3.219
S 4.353 0.199 1.691
C 1.009 3.241 2.694
C 0.413 4.345 3.269
C 0.028 5.426 2.486
C 0.265 5.326 1.091
C 0.800 4.145 0.584
N 1.181 3.124 1.370
H 2.674 1.902 5.267
H 0.942 1.517 5.514
H 1.421 3.171 5.354
H 2.209 -0.266 4.386
H 3.036 -2.543 3.448
H 4.595 -2.294 2.803
H 0.230 4.407 4.339
H -0.421 6.317 2.892
H -0.011 6.150 0.426
H 0.937 4.075 -0.493
Br 2.044 -1.579 -6.206
C 2.060 -1.524 -4.341
C 2.471 -2.599 -3.569
Br 3.072 -4.166 -4.373
C 2.469 -2.486 -2.182
Br 3.086 -3.847 -1.072
C 1.983 -1.367 -1.527
O 1.838 -1.214 -0.225
C 1.565 -0.278 -2.307
O 1.101 0.745 -1.607
C 1.642 -0.347 -3.705
Br 1.153 1.227 -4.661
C -0.608 -3.014 -0.143
C -1.381 -2.167 0.819
C -2.602 -2.427 1.367
C -2.861 -1.410 2.350
C -1.757 -0.580 2.317
C -1.442 0.589 3.194
N -0.845 -1.014 1.392
H -1.262 -3.833 -0.415
H 0.341 -3.355 0.280
H -0.369 -2.486 -1.075
H -3.245 -3.244 1.095
H -3.718 -1.340 3.014
H -2.325 0.907 3.719
H -1.166 1.476 2.612
H -0.658 0.340 3.925
N -1.634 2.057 -2.738
C -1.851 1.310 -1.649
S -1.780 2.045 -0.097
N -2.087 0.002 -1.737
C -2.346 -0.896 -2.836
C -2.685 -2.196 -2.507
C -2.819 -3.146 -3.515
C -2.616 -2.832 -4.848
C -2.281 -1.541 -5.165
C -2.136 -0.566 -4.172
H -1.456 3.040 -2.545
H -1.085 1.678 -3.513
H -2.184 -0.452 -0.834
H -2.880 -2.437 -1.479
H -3.085 -4.165 -3.284
H -2.679 -3.585 -5.623
H -2.159 -1.237 -6.198
H -1.814 0.398 -4.503
*
```

Results
- Electronic energy: -13436.29846 hartree

Record 4
A molecular structure, C27H26BrF6IN2O19 at a distorted geometry, computed with ωB97M-V with the def2-TZVPD basis set.

Geometry as ORCA input:
```
! RIJCOSX wB97M-V def2-TZVPD def2/J DEFGRID3
* xyz 0 1
C -4.037 -0.863 -0.857
C -3.030 -0.745 -0.023
C -1.637 -0.484 -0.536
C -0.916 0.613 0.302
Br -2.145 1.999 0.913
C -0.444 -0.077 1.506
N -0.171 -0.643 2.488
C 0.311 1.228 -0.401
I 1.492 -0.434 -1.180
C 1.202 1.900 0.520
N 1.851 2.352 1.369
C -0.028 2.130 -1.581
C -0.401 3.536 -1.195
O -0.974 4.295 -1.935
H -3.880 -0.669 -1.903
H -5.005 -1.187 -0.561
H -3.144 -0.875 1.038
H -1.128 -1.424 -0.406
H -1.697 -0.209 -1.577
H 0.880 2.226 -2.169
H -0.751 1.696 -2.252
H -0.135 3.889 -0.186
C -5.214 -3.703 2.188
C -5.623 -5.109 1.818
O -6.401 -4.901 0.653
C -5.936 -3.769 0.053
O -6.181 -3.446 -1.056
O -5.146 -3.064 0.907
F -6.395 -5.679 2.776
H -5.967 -3.209 2.803
H -4.253 -3.659 2.695
H -4.791 -5.776 1.585
C 1.488 6.173 -2.103
C 2.787 5.482 -1.785
O 3.633 5.930 -2.824
C 3.184 7.166 -3.203
O 3.793 7.932 -3.860
O 1.933 7.387 -2.715
F 2.665 4.122 -1.861
H 0.888 5.607 -2.814
H 0.890 6.377 -1.218
H 3.221 5.747 -0.821
C -1.389 7.030 -5.147
C -0.465 6.168 -5.972
O -1.356 5.240 -6.560
C -2.569 5.860 -6.672
O -3.461 5.476 -7.340
O -2.598 6.984 -5.912
F 0.427 5.501 -5.195
H -1.566 6.601 -4.158
H -1.035 8.052 -5.036
H 0.073 6.702 -6.757
C 1.122 -4.211 2.091
C 0.605 -5.596 1.803
O -0.149 -5.400 0.614
C 0.414 -4.350 -0.045
O 0.199 -4.076 -1.176
O 1.252 -3.664 0.771
F -0.232 -6.035 2.776
H 0.407 -3.614 2.660
H 2.075 -4.214 2.612
H 1.381 -6.341 1.628
C 0.379 -8.886 6.602
C 0.022 -9.555 5.297
O 0.331 -8.549 4.347
C 1.324 -7.784 4.880
O 1.992 -7.025 4.267
O 1.448 -8.019 6.207
F -1.299 -9.850 5.222
H -0.449 -8.292 6.991
H 0.707 -9.586 7.366
H 0.601 -10.452 5.074
C 4.737 3.381 0.833
C 6.034 2.673 1.136
O 6.889 3.148 0.111
C 6.450 4.390 -0.242
O 7.067 5.170 -0.875
O 5.199 4.609 0.247
F 5.915 1.327 1.028
H 4.135 2.834 0.106
H 4.136 3.572 1.718
H 6.466 2.916 2.109
*
```

Results
- Electronic energy: -6054.44606 hartree